{"formula": "C10H40Ag2O14P", "method": "ωB97M-V/def2-TZVPD", "elements": ["Ag", "Ag", "P", "O", "O", "O", "O", "C", "O", "H", "H", "H", "H", "C", "O", "H", "H", "H", "H", "C", "O", "H", "H", "H", "H", "C", "O", "H", "H", "H", "H", "C", "O", "H", "H", "H", "H", "C", "O", "H", "H", "H", "H", "C", "O", "H", "H", "H", "H", "C", "O", "H", "H", "H", "H", "C", "O", "H", "H", "H", "H", "C", "O", "H", "H", "H", "H"], "positions_angstrom": [[17.8196, -13.7347, 24.0045], [19.0661, -14.2247, 30.8696], [15.4531, -13.2525, 28.0187], [14.1352, -14.0555, 27.9380], [16.7171, -14.1258, 27.7082], [15.9223, -12.6343, 29.3869], [15.6174, -12.2572, 26.8166], [10.8853, -14.0194, 32.9327], [11.4230, -15.0637, 32.2189], [9.8328, -13.9421, 32.6596], [10.9040, -14.2636, 33.9948], [11.4249, -13.0839, 32.7852], [11.6960, -14.7433, 31.3561], [11.9495, -15.5070, 22.4537], [13.0881, -15.0718, 23.1564], [11.7504, -14.9195, 21.5574], [12.0219, -16.5674, 22.2119], [11.1279, -15.3932, 23.1609], [12.8652, -14.8405, 24.0611], [19.7468, -8.1727, 22.0747], [19.1419, -9.1187, 22.8431], [20.5319, -8.5597, 21.4252], [19.0551, -7.4988, 21.5693], [20.2937, -7.4970, 22.7324], [18.6125, -8.5856, 23.4408], [16.3560, -17.2155, 34.8799], [16.2550, -16.5014, 33.6202], [16.1218, -16.4607, 35.6306], [15.6429, -18.0397, 34.8982], [17.3626, -17.5788, 35.0868], [15.3312, -16.4126, 33.3745], [13.5039, -19.9428, 28.0577], [12.4426, -19.1389, 27.5591], [13.8868, -19.7873, 29.0663], [13.1543, -20.9751, 28.0425], [14.3643, -19.8393, 27.3967], [12.7837, -18.2563, 27.7208], [17.9274, -7.0649, 28.8562], [17.2668, -7.4439, 27.6978], [18.8900, -6.5655, 28.7460], [17.2479, -6.4818, 29.4777], [18.2032, -7.9861, 29.3694], [16.9822, -8.3608, 27.6961], [15.2645, -9.9084, 35.1023], [15.0357, -9.1603, 33.9203], [16.3305, -9.8390, 35.3188], [14.6632, -9.4819, 35.9052], [15.1180, -10.9650, 34.8784], [15.2504, -9.7466, 33.1911], [20.5296, -19.1621, 29.7412], [20.6295, -18.4258, 30.9188], [21.0796, -20.0975, 29.8446], [19.4724, -19.3640, 29.5691], [20.9490, -18.5906, 28.9133], [20.7672, -19.0707, 31.6165], [7.6832, -13.9042, 27.2010], [8.7028, -12.9324, 27.4600], [6.9117, -13.8936, 27.9709], [7.1945, -13.7314, 26.2422], [8.0295, -14.9361, 27.1436], [9.5796, -13.3230, 27.4776], [11.1296, -9.3047, 23.1614], [12.4776, -9.1656, 23.1754], [10.7686, -10.0459, 22.4483], [10.6712, -9.6026, 24.1044], [10.7789, -8.3305, 22.8208], [12.7522, -9.6958, 23.9271]], "forces_ev_per_angstrom": [[-0.390, 0.156, 0.329], [-0.503, -0.086, -0.156], [-0.774, -2.403, -0.418], [2.523, 2.042, 0.560], [-0.410, 0.635, 0.444], [-0.434, -0.569, -0.912], [-0.143, 0.088, 0.170], [-0.997, 0.668, 0.775], [1.242, -1.328, -0.805], [-0.172, 0.622, 0.065], [0.158, -0.034, 0.025], [-0.135, 0.169, -0.014], [-0.046, -0.093, -0.063], [-0.846, -0.179, 0.917], [1.322, 0.345, -0.087], [0.197, 0.048, 0.048], [0.120, 0.010, -0.172], [-0.552, -0.117, -0.492], [-0.143, -0.077, -0.157], [1.812, 2.387, -0.525], [-1.217, -1.552, 0.945], [-0.517, -0.380, -0.259], [-0.160, -0.357, -0.597], [0.347, 0.302, 0.123], [-0.302, -0.476, 0.360], [-0.746, 1.067, -0.349], [0.902, -0.511, -0.023], [-0.119, -0.416, 0.481], [0.116, -0.020, 0.182], [-0.006, 0.066, -0.563], [-0.090, -0.103, 0.185], [0.151, -1.084, -0.667], [0.636, 0.247, 0.935], [-0.527, 0.636, 0.288], [0.095, 0.004, -0.172], [0.174, -0.241, -0.136], [-0.526, 0.466, -0.246], [0.096, -1.143, 1.416], [-0.236, 0.366, -1.917], [-0.246, 0.396, -0.733], [0.246, 0.149, 0.193], [-0.031, 0.046, 0.665], [0.156, 0.153, 0.362], [0.893, 0.006, -0.637], [-0.321, 0.121, -0.330], [0.112, 0.171, 0.620], [0.026, -0.406, -0.066], [-0.644, -0.132, 0.576], [-0.079, 0.236, -0.171], [-0.290, -0.505, -0.580], [0.383, 0.711, 1.093], [-0.044, -0.095, -0.335], [-0.008, -0.255, -0.452], [-0.040, -0.027, -0.011], [-0.040, 0.292, 0.270], [0.053, -0.289, -0.159], [-0.452, -0.164, -0.039], [0.130, 0.299, 0.138], [0.057, 0.371, -0.059], [0.431, 0.018, 0.168], [-0.195, -0.240, -0.046], [-2.638, 0.483, -0.936], [2.466, -0.657, 0.910], [0.111, -0.199, -0.339], [0.100, 0.382, 0.300], [-0.762, -0.092, 0.213], [0.726, 0.070, -0.132]], "spin_multiplicity": 3, "total_charge": 1, "homo_lumo_gap_ev": [5.1, 5.1], "lumo_energy_ev": [-6.39, -6.38]}


{"formula": "C24H30Cl2HfN3O5", "method": "ωB97M-V/def2-TZVPD", "elements": ["Hf", "C", "N", "C", "C", "O", "C", "O", "C", "C", "O", "N", "C", "C", "H", "H", "H", "H", "H", "H", "H", "H", "H", "H", "H", "H", "H", "H", "H", "H", "Cl", "C", "C", "C", "Cl", "C", "O", "C", "C", "O", "C", "H", "H", "H", "C", "H", "H", "C", "C", "C", "C", "C", "C", "C", "C", "N", "H", "H", "H", "H", "H", "H", "H", "H", "H"], "positions_angstrom": [[0.3839, 1.1632, 0.3875], [2.9607, 0.7549, -4.2115], [1.6177, 0.3770, -3.7597], [0.4769, 0.8692, -4.5825], [1.4361, 0.3491, -2.4416], [0.3232, 0.4446, -1.9561], [2.6335, 0.0195, -1.5160], [2.2001, -0.2256, -0.1673], [2.1531, -1.5626, 0.1911], [1.0502, -1.6390, 1.2831], [1.5287, -0.9158, 2.4536], [0.8109, -3.0786, 1.6663], [1.8889, -3.9943, 1.6380], [-0.0872, -3.2618, 2.7459], [3.0657, 0.2564, -5.1609], [3.7497, 0.4093, -3.4260], [3.0145, 1.8647, -4.3614], [0.6429, 0.5548, -5.6111], [0.3150, 1.9469, -4.4982], [-0.3733, 0.2768, -4.1763], [3.3839, 0.8683, -1.5945], [3.0792, -0.9292, -1.7467], [3.1759, -1.8751, 0.6056], [1.8497, -2.2210, -0.6347], [2.3210, -4.2760, 0.7260], [1.5455, -4.9154, 2.1491], [2.7453, -3.5822, 2.2309], [-0.7350, -2.3905, 2.9522], [0.4614, -3.4906, 3.6948], [-0.7018, -4.1890, 2.4823], [-1.4046, 7.9186, 1.0652], [-1.4855, 6.1746, 0.7060], [-2.6624, 5.5254, 0.4144], [-2.6342, 4.1413, 0.2781], [-4.0945, 3.1980, 0.2948], [-1.3709, 3.5122, 0.2663], [-1.3238, 2.2091, 0.0959], [-0.1094, 4.1944, 0.3249], [1.0975, 3.3061, 0.5253], [1.5272, 2.5345, -0.6461], [-0.2427, 5.4933, 0.6700], [-3.6398, 6.0289, 0.6010], [1.9647, 3.7407, 1.0026], [0.6062, 6.0835, 0.9545], [1.5395, 0.5868, 2.3188], [2.5545, 0.8508, 2.4129], [1.0583, 1.0049, 3.1751], [-2.0801, -0.0328, 2.4721], [-2.4040, -1.1452, 1.4557], [-3.7152, -1.6091, 1.2797], [-3.9842, -2.6320, 0.3698], [-2.9518, -3.1417, -0.3659], [-1.6406, -2.6350, -0.2872], [-0.5964, -3.1450, -1.2355], [-1.3379, -1.6167, 0.6566], [-0.0881, -1.0373, 0.7917], [-2.7664, -0.1420, 3.3374], [-2.2566, 0.9864, 2.0530], [-1.0062, -0.1280, 2.7873], [-4.4953, -1.2718, 1.9085], [-4.9615, -2.9897, 0.3252], [-3.1287, -3.9628, -1.0349], [-0.9422, -3.9207, -1.9029], [0.3009, -3.4541, -0.6158], [-0.2422, -2.2332, -1.8162]], "forces_ev_per_angstrom": [[1.459, 0.069, -0.751], [0.489, 0.000, 0.979], [0.680, 1.342, -0.853], [-0.011, -1.620, 0.972], [-0.039, -0.915, 1.265], [-0.679, 0.150, 0.930], [0.384, 0.795, 0.551], [0.249, 2.116, -1.866], [0.874, -1.912, 1.598], [0.733, -1.465, 1.170], [0.101, 0.002, -0.199], [0.048, 2.502, -1.954], [0.736, 0.065, 2.945], [-0.805, -1.417, 1.128], [0.700, -0.084, -0.352], [-1.368, 0.652, -1.958], [0.146, -0.850, 0.221], [0.107, 0.170, -0.046], [0.045, -0.163, 0.107], [0.232, 0.887, -0.503], [-0.982, -1.023, 0.713], [0.547, -0.246, -1.088], [-1.242, 0.349, -0.583], [0.203, 0.277, 0.019], [0.103, -0.200, -1.878], [0.308, 0.319, -0.319], [-0.230, -0.471, 0.015], [0.404, -0.609, -0.372], [-0.316, 0.186, -0.342], [0.286, 1.184, 0.650], [-0.350, -0.626, -0.116], [0.999, -0.233, -0.430], [-1.458, 0.883, 1.421], [1.622, 0.191, 0.030], [0.199, 0.130, -0.145], [-0.725, -0.380, -1.547], [-0.508, -0.914, 0.508], [-0.646, -1.420, 1.111], [-0.502, -0.515, -0.808], [-0.804, -0.214, 0.760], [-0.332, 2.319, 0.207], [0.890, -0.326, -0.536], [-0.027, 0.422, 0.198], [0.520, 0.170, -0.066], [-1.321, -1.489, -0.929], [1.457, 0.527, -0.132], [-0.569, 0.056, 1.012], [-0.211, -0.409, 0.049], [-0.185, 1.101, 0.143], [1.462, -0.619, -0.472], [1.065, 1.256, 1.104], [1.162, 0.068, -0.364], [-0.737, -0.143, 0.336], [1.660, 1.564, 0.765], [-0.673, -0.817, -0.372], [-1.063, 1.575, -0.865], [0.488, 0.134, -0.290], [0.181, -0.710, 0.160], [-1.067, 0.167, -0.090], [-0.676, 0.568, 0.565], [-1.458, -0.749, -0.320], [-0.101, -0.263, -0.389], [-0.079, -0.195, -0.096], [-1.065, -0.095, -0.915], [-0.311, -1.103, 0.314]], "total_charge": -1, "homo_lumo_gap_ev": 5.9, "lumo_energy_ev": 2.30}